The following is a DFT calculation (the ωB97M-V functional and the def2-TZVPD basis) of a 2-piece molecular cluster, C5H12Si overall at a distorted geometry.

The value obtained for the HOMO energy is -7.81 eV. Its HOMO-LUMO gap is 7.95 eV. The calculation puts the LUMO energy at 0.139 eV.

Element x y z (Å)
H (-0.89, 0.99, -0.40)
H (-2.29, 0.22, 0.23)
H (-0.21, -0.29, -3.30)
H (1.49, -1.28, -3.44)
C (-0.78, -0.44, 2.72)
C (0.79, -0.76, -2.86)
H (-0.41, -1.32, 3.08)
H (-0.89, 0.45, 3.56)
C (-0.31, -0.09, 1.30)
H (0.74, 1.88, -1.72)
H (-1.86, -0.71, 2.59)
H (3.01, 0.88, -1.64)
H (-1.70, 1.44, 1.05)
Si (1.57, 0.63, -1.85)
H (0.33, -1.40, -2.13)
C (-1.37, 0.62, 0.50)
H (1.82, -0.69, 1.45)
C (0.95, -0.15, 0.86)

The following is a DFT calculation (the ωB97M-V functional and the def2-TZVPD basis) of a 2-piece molecular cluster, C5H12Si2 overall at a distorted geometry.

The value obtained for the HOMO energy (spin up / spin down) is -8.60 / -7.85 eV. Its HOMO-LUMO gap (spin up / spin down) is 7.79 / 7.35 eV. The calculation puts the LUMO energy (spin up / spin down) at -0.808 / -0.505 eV.

Element x y z (Å)
H (-2.17, 0.01, -1.45)
H (4.17, -1.32, -1.43)
H (2.56, 1.88, 0.88)
C (-0.31, 0.08, 0.67)
H (1.99, -1.37, -1.36)
Si (3.05, -0.53, -0.95)
H (-2.89, -1.63, 0.02)
H (-0.20, 1.41, -0.91)
Si (2.72, 0.48, 1.08)
H (-3.15, 1.05, -0.63)
H (-3.08, -0.64, 1.23)
H (-0.96, -1.83, 1.57)
C (-2.26, 0.51, -0.53)
H (-1.12, 2.03, 0.49)
C (-1.14, -0.95, 0.98)
C (-0.97, 1.17, -0.17)
C (-2.45, -0.69, 0.37)
H (3.43, -0.01, 2.25)
H (2.80, 0.36, -2.12)

Relative energy (zero: lowest compared OMol25 entry of this formula, charge and spin)? In order: 101.6, 129.2 kcal/mol.
Calculated total energy? In order: -487.01402, -776.46466 a.u..